# 1
67
Properties=species:S:1:pos:R:3 method="wB97M-V/def2-TZVPD" homo_ev=-8.10 spin_multiplicity=1 smiles="CCO[C@@H]1OC(C(=O)N2CCCCCCC2)=C[C@H](c2ccc(C(F)(F)F)cc2)[C@H]1CCCO" charge=0 orbital_gap_ev=8.409
C 2.2242 2.1465 1.6521
C 0.7577 2.6950 1.1801
O 0.1697 1.6798 0.1717
C -0.3236 0.5365 1.0059
O 0.1750 -0.6296 0.6765
C -0.0828 -1.1432 -0.4632
C 0.7274 -2.2300 -1.0293
O -0.1517 -3.3227 -1.8630
N 1.9510 -2.1849 -1.1146
C 2.9535 -1.0904 -0.7099
C 3.4930 -1.3545 0.8972
C 4.2711 -2.5531 0.9549
C 3.7745 -3.8934 1.3660
C 2.5437 -4.2853 0.8196
C 2.3645 -4.6371 -0.5102
C 2.6822 -3.4475 -1.5350
C -1.1981 -0.7503 -1.4119
C -2.1090 0.3879 -0.7019
C -2.0962 1.6650 -1.5307
C -2.8975 2.5978 -1.1549
C -2.8700 3.9445 -1.8403
C -1.7709 4.2236 -2.6504
C -1.4825 5.5737 -3.2902
F -0.5473 6.2858 -2.4512
F -1.1550 5.5870 -4.4149
F -2.5850 6.6119 -3.0306
C -0.9270 3.3550 -2.9709
C -0.8180 2.1360 -2.2993
C -1.7385 0.5159 0.7831
C -2.6555 -0.7839 1.3496
C -4.1489 -0.6624 1.5123
C -4.5295 0.4911 2.5734
O -6.0736 0.4178 2.7552
H 2.2410 1.1868 2.0959
H 2.7638 2.8654 2.2088
H 2.9064 1.9765 0.6870
H 0.0877 2.8685 2.1262
H 0.8857 3.5288 0.5901
H -0.1383 0.4937 2.1941
H 2.0509 -0.2729 -0.5554
H 3.7080 -0.8804 -1.3520
H 3.9293 -0.3468 1.0969
H 2.5278 -1.3472 1.4188
H 5.3178 -2.1986 1.5879
H 4.8435 -2.8190 -0.0187
H 3.5711 -3.6666 2.5732
H 4.6382 -4.5959 1.2741
H 2.2568 -5.1940 1.6516
H 1.7941 -3.5785 1.0242
H 1.5024 -5.1806 -1.0341
H 3.4258 -5.2204 -0.6062
H 3.7447 -3.2650 -1.5358
H 2.3630 -3.5249 -2.4910
H -1.3338 -0.9478 -2.3937
H -3.2090 0.0379 -1.0854
H -3.7686 2.5694 -0.5932
H -3.5537 4.7497 -1.7649
H 0.0797 3.5987 -3.3012
H -0.1032 1.4247 -2.4785
H -2.5249 1.4449 1.0359
H -2.2396 -1.5215 0.8320
H -2.0784 -0.7670 2.4737
H -4.5788 -1.5947 1.7289
H -4.4581 -0.2634 0.7091
H -4.0822 0.1511 3.4074
H -4.1849 1.4515 2.4648
H -6.3114 0.9551 3.3040

=====

# 2
68
Properties=species:S:1:pos:R:3 method="wB97M-V/def2-TZVPD" homo_ev="-10.75 / -11.31" spin_multiplicity=5 charge=+1 orbital_gap_ev="7.615 / 6.468"
Ir -1.2013 0.1790 -0.5440
N -1.7497 -3.0522 0.3746
C -2.9215 -2.4096 0.3019
N -4.0267 -3.1323 0.3995
C -5.1704 -2.4511 0.3384
N -6.3120 -3.1340 0.3707
N -5.2661 -1.1010 0.2566
C -4.1229 -0.4815 0.1522
N -2.9151 -1.0652 0.1393
C -4.1281 1.0011 0.0808
C -5.2972 1.7337 0.1480
C -5.2070 3.1174 0.1018
C -3.9612 3.7123 -0.0123
C -2.8393 2.9054 -0.0911
N -2.9296 1.5799 -0.0359
H -1.7637 -4.0485 0.5081
H -0.8719 -2.5629 0.3994
H -6.2906 -4.1377 0.4051
H -7.1849 -2.6430 0.2982
H -6.2408 1.2160 0.2294
H -6.1017 3.7231 0.1485
H -3.8516 4.7861 -0.0581
H -1.8482 3.3127 -0.2317
I -0.9851 0.5349 2.4550
C 0.7904 -0.4481 2.9594
C 0.7126 -1.3045 4.0228
C 1.8888 -1.7227 4.6739
C 3.0798 -1.1669 4.3174
C 3.1719 -0.2703 3.2272
C 4.3957 0.3938 2.9512
C 4.4785 1.2888 1.9313
C 3.4002 1.4155 1.0307
C 2.2088 0.7576 1.2210
P 1.2585 0.3820 -0.3082
C 2.0063 -1.2238 -0.7475
C 3.3662 -1.4622 -0.5446
C 3.9125 -2.6999 -0.8423
C 3.1085 -3.7195 -1.3330
C 1.7575 -3.4920 -1.5441
C 1.2115 -2.2489 -1.2584
C 1.7948 1.6386 -1.4806
C 2.3508 1.2901 -2.7040
C 2.6776 2.2871 -3.6132
C 2.4475 3.6172 -3.3014
C 1.8874 3.9642 -2.0773
C 1.5539 2.9767 -1.1696
C 2.0287 0.0135 2.4367
H -0.2505 -1.6130 4.4064
H 1.8244 -2.4148 5.5019
H 3.9795 -1.3936 4.8757
H 5.2478 0.1972 3.5895
H 5.3915 1.8389 1.7486
H 3.5607 1.9832 0.1249
H 4.0079 -0.6846 -0.1534
H 4.9700 -2.8682 -0.6888
H 3.5379 -4.6864 -1.5593
H 1.1290 -4.2727 -1.9519
H 0.1731 -2.0655 -1.5020
H 2.5056 0.2503 -2.9574
H 3.1027 2.0188 -4.5708
H 2.6984 4.3891 -4.0166
H 1.7035 5.0032 -1.8387
H 1.1088 3.2444 -0.2167
O -1.5452 0.9772 -4.4359
S -1.4140 0.6644 -3.0597
O -1.1965 1.8583 -2.1459
O -2.5841 -0.0362 -2.4193
O -0.2522 -0.2390 -2.7121

=====

Calculated values (kJ/mol) of relative energy (zero: lowest compared OMol25 entry of this formula, charge and spin) for the records, taken in order: 1899.22; 0.00.
Calculated values (Eh) of DFT total energy for the records, taken in order: -1627.64802; -2928.47395.